(1)
Formula: C36H40IrN8O3S
Source: the Open Molecules 2025 dataset
Level of theory: wB97M-V/def2-TZVPD

XYZ file:
```
89
C36H40IrN8O3S, DFT wB97M-V/def2-TZVPD
Ir 0.79 -0.22 -0.47
C 3.34 2.38 2.67
N 2.56 1.18 3.00
C 2.59 0.77 4.42
C 1.84 0.55 2.12
O 1.80 0.94 0.90
C 1.03 -0.65 2.55
O 0.18 -1.08 1.47
C -0.79 -2.08 1.95
C -0.80 -3.33 1.09
O -0.15 -3.31 0.04
N -1.52 -4.35 1.52
C -2.34 -4.35 2.73
C -1.56 -5.59 0.74
H 4.39 2.18 2.87
H 3.00 3.20 3.30
H 3.20 2.63 1.62
H 3.53 1.13 4.85
H 2.57 -0.31 4.53
H 1.76 1.23 4.96
H 0.40 -0.37 3.40
H 1.68 -1.47 2.86
H -1.77 -1.59 1.94
H -0.53 -2.30 2.98
H -2.53 -3.35 3.10
H -1.87 -4.95 3.51
H -3.31 -4.80 2.50
H -0.70 -5.64 0.08
H -2.48 -5.64 0.14
H -1.55 -6.44 1.42
N 3.66 0.52 -1.65
C 2.64 1.10 -2.37
C 3.00 1.95 -3.43
C 2.03 2.47 -4.24
C 0.69 2.13 -4.00
C 0.39 1.34 -2.93
N 1.35 0.84 -2.09
C 3.71 -0.65 -0.90
C 4.98 -1.20 -0.65
C 5.08 -2.37 0.05
C 3.91 -3.01 0.48
C 2.71 -2.42 0.21
N 2.59 -1.24 -0.46
H 4.58 0.86 -1.91
H 4.05 2.15 -3.61
H 2.30 3.11 -5.07
H -0.11 2.49 -4.63
H -0.62 1.05 -2.72
H 5.86 -0.70 -1.04
H 6.05 -2.82 0.23
H 3.94 -3.96 1.00
H 1.77 -2.91 0.44
N -2.55 -4.95 -5.09
C -2.03 -4.20 -4.39
C -1.39 -3.26 -3.52
C -2.14 -2.52 -2.61
C -1.49 -1.63 -1.78
N -0.16 -1.44 -1.82
C 0.56 -2.16 -2.71
C -0.01 -3.06 -3.57
H -3.21 -2.63 -2.55
H -2.05 -1.04 -1.06
H 1.63 -2.01 -2.70
H 0.61 -3.62 -4.26
N -0.83 0.85 -0.10
S -0.94 2.54 -0.23
C -2.33 2.83 -1.27
C -3.59 2.32 -0.98
C -4.64 2.66 -1.80
C -4.43 3.52 -2.89
C -3.17 4.03 -3.16
C -2.09 3.68 -2.35
C -1.54 3.05 1.38
C -1.51 2.23 2.50
C -1.98 2.74 3.71
C -2.45 4.05 3.78
C -2.45 4.85 2.65
C -2.00 4.36 1.44
H -1.47 0.49 0.61
H -3.76 1.70 -0.10
H -5.64 2.29 -1.60
H -5.27 3.79 -3.52
H -3.02 4.71 -3.99
H -1.10 4.08 -2.54
H -1.16 1.21 2.47
H -2.00 2.11 4.59
H -2.81 4.44 4.72
H -2.82 5.87 2.71
H -2.03 4.99 0.55
```

Charge ... +4
Kohn-Sham gap (spin up / spin down) ... 8.31 / 5.03 eV
E_HOMO (spin up / spin down) ... -19.2 / -19.2 eV
Relative energy (zero: lowest compared OMol25 entry of this formula, charge and spin) ... 19.32 kcal per mole
2S+1 ... 2
Calculated total energy ... -2560.73042 hartree
Strongest force on any atom ... 0.013 hartree/bohr

(2)
Formula: C7H10N3O
Source: the Open Molecules 2025 dataset
Level of theory: wB97M-V/def2-TZVPD

XYZ file:
```
21
C7H10N3O, DFT wB97M-V/def2-TZVPD
C 0.64 -0.29 -2.88
C -0.42 -0.88 0.21
C 1.12 0.66 -0.65
C -2.07 -1.07 4.63
C -1.12 -0.64 2.41
C 0.09 -0.51 -4.16
C 2.15 1.78 -0.45
N 0.83 0.33 -1.86
N -1.92 -0.72 3.44
N -0.97 -1.37 1.34
O 0.40 0.12 0.39
H -3.14 -1.03 5.14
H -1.16 -1.41 5.39
H -0.76 0.41 2.38
H -0.68 0.31 -4.29
H 0.77 -0.35 -5.08
H -0.07 -1.58 -4.33
H 2.00 2.48 0.34
H 3.00 1.30 -0.04
H 2.50 2.22 -1.44
H -1.32 -2.31 1.49
```

Charge ... +1
Kohn-Sham gap (spin up / spin down) ... 5.42 / 5.43 eV
E_HOMO (spin up / spin down) ... -9.8 / -9.8 eV
Relative energy (zero: lowest compared OMol25 entry of this formula, charge and spin) ... 194.53 kcal per mole
Calculated total energy ... -511.71649 hartree
Strongest force on any atom ... 0.084 hartree/bohr

(3)
Formula: C2H6S
Source: the Open Molecules 2025 dataset
Level of theory: wB97M-V/def2-TZVPD

XYZ file:
```
9
C2H6S, DFT wB97M-V/def2-TZVPD
C -0.48 -0.74 -0.29
C -0.07 0.33 0.70
S 1.88 1.47 -1.27
H 0.37 -1.34 -0.61
H -0.81 -0.33 -1.24
H -1.24 -1.43 0.09
H -0.81 1.11 0.89
H 0.47 -0.01 1.57
H 0.70 0.95 0.17
```

Kohn-Sham gap ... 6.57 eV
E_HOMO ... -9.4 eV
Relative energy (zero: lowest compared OMol25 entry of this formula, charge and spin) ... 81.97 kcal per mole
Calculated total energy ... -477.84552 hartree
Strongest force on any atom ... 0.025 hartree/bohr

(4)
Formula: C33H65Br24ClNO
Source: the Open Molecules 2025 dataset
Level of theory: wB97M-V/def2-TZVPD

XYZ file:
```
125
C33H65Br24ClNO, DFT wB97M-V/def2-TZVPD
C -7.04 -2.66 0.78
O -5.81 -3.27 1.32
C -4.98 -3.88 0.26
C -4.32 -2.75 -0.73
C -4.91 -2.77 -2.28
C -3.70 -3.56 -3.12
N -2.51 -3.57 -2.39
C -2.72 -2.78 -1.08
C -1.66 -3.46 -0.04
C -0.26 -2.64 0.17
C 0.24 -1.76 -1.11
Cl -0.14 0.04 -0.68
H -7.10 -2.63 -0.39
H -7.12 -1.56 1.23
H -8.03 -3.22 1.14
H -4.13 -4.49 0.79
H -5.61 -4.66 -0.39
H -4.44 -1.66 -0.26
H -5.79 -3.54 -2.27
H -5.28 -1.75 -2.71
H -3.91 -4.05 -4.19
H -1.62 -4.05 -2.73
H -2.52 -1.68 -1.44
H -1.41 -4.58 -0.28
H -2.20 -3.47 1.03
H 0.58 -3.44 0.40
H -0.34 -1.95 1.11
H 1.41 -1.84 -1.21
H -0.22 -2.06 -2.14
Br -0.25 -6.30 1.37
C -1.26 -6.25 3.04
C -0.89 -5.04 3.87
Br 0.82 -5.29 4.76
H -1.08 -7.20 3.56
H -2.31 -6.21 2.74
H -1.62 -4.89 4.67
H -0.82 -4.12 3.28
Br -4.16 -3.05 6.84
C -2.62 -3.12 8.03
C -2.04 -4.51 8.10
Br -3.12 -5.68 9.22
H -2.96 -2.74 9.01
H -1.90 -2.42 7.61
H -1.05 -4.49 8.57
H -1.96 -4.99 7.12
Br 3.71 -0.53 -1.70
C 3.62 1.42 -1.78
C 3.42 1.90 -3.20
Br 5.09 1.80 -4.22
H 4.54 1.80 -1.32
H 2.76 1.69 -1.16
H 3.15 2.96 -3.21
H 2.68 1.33 -3.75
Br 7.85 2.42 -6.50
C 7.86 4.12 -7.45
C 7.20 5.21 -6.64
Br 5.25 5.04 -6.70
H 7.39 3.95 -8.42
H 8.92 4.35 -7.61
H 7.41 6.20 -7.07
H 7.49 5.21 -5.59
Br 4.82 11.10 -9.62
C 4.26 9.23 -9.78
C 4.99 8.36 -8.79
Br 6.82 8.00 -9.39
H 4.41 8.94 -10.82
H 3.19 9.24 -9.56
H 4.52 7.37 -8.72
H 5.06 8.79 -7.79
Br -9.32 -0.84 3.71
C -7.78 -0.91 4.90
C -7.19 -2.30 4.96
Br -8.28 -3.47 6.08
H -8.11 -0.53 5.87
H -7.06 -0.21 4.47
H -6.21 -2.28 5.44
H -7.11 -2.78 3.98
Br 0.61 -5.29 11.29
C -0.08 -4.78 13.05
C -1.44 -4.15 12.93
Br -1.31 -2.30 12.31
H 0.67 -4.13 13.51
H -0.13 -5.72 13.61
H -1.92 -4.08 13.92
H -2.11 -4.67 12.24
Br 10.25 7.60 -4.33
C 9.21 7.89 -2.71
C 8.51 6.63 -2.27
Br 6.94 6.27 -3.38
H 8.52 8.72 -2.91
H 9.94 8.21 -1.95
H 8.12 6.73 -1.25
H 9.14 5.74 -2.33
Br -3.99 -9.60 5.89
C -4.68 -9.09 7.65
C -6.05 -8.46 7.53
Br -5.92 -6.61 6.91
H -3.94 -8.44 8.11
H -4.74 -10.03 8.21
H -6.53 -8.39 8.52
H -6.72 -8.98 6.85
Br 5.05 1.92 -8.78
C 3.42 2.26 -9.79
C 3.69 3.13 -11.00
Br 3.91 5.00 -10.48
H 2.69 2.69 -9.10
H 3.07 1.27 -10.11
H 2.83 3.13 -11.68
H 4.59 2.84 -11.55
Br 5.73 10.39 0.96
C 5.17 8.53 0.80
C 5.91 7.65 1.79
Br 7.73 7.29 1.19
H 5.33 8.24 -0.24
H 4.10 8.54 1.02
H 5.43 6.67 1.86
H 5.98 8.09 2.79
Br -4.62 -0.15 -4.90
C -5.36 1.49 -4.17
C -4.56 1.98 -2.99
Br -4.94 0.94 -1.39
H -6.41 1.29 -3.93
H -5.32 2.22 -4.99
H -4.83 3.01 -2.73
H -3.48 1.93 -3.15
```

Charge ... +1
Kohn-Sham gap ... 6.31 eV
E_HOMO ... -10.8 eV
Calculated total energy ... -63662.52341 hartree
Strongest force on any atom ... 0.120 hartree/bohr

(5)
Formula: C27H83N19O12
Source: the Open Molecules 2025 dataset
Level of theory: wB97M-V/def2-TZVPD

XYZ file:
```
141
C27H83N19O12, DFT wB97M-V/def2-TZVPD
C -5.06 3.28 -0.39
C -5.55 1.87 -0.08
C -6.39 1.40 -1.30
O -6.44 -0.03 -1.38
C -7.07 -0.44 -2.59
N -4.34 1.08 0.19
H -4.39 3.22 -1.25
H -4.45 3.72 0.40
H -5.86 3.98 -0.64
H -6.18 1.84 0.81
H -5.91 1.75 -2.21
H -7.40 1.82 -1.18
H -7.86 0.23 -2.95
H -7.23 -1.51 -2.52
H -6.40 -0.41 -3.46
H -4.64 0.12 0.37
H -3.84 0.95 -0.69
C 3.97 0.31 3.06
C 4.45 -0.29 1.75
C 5.74 -1.07 1.99
O 6.68 -0.45 2.86
C 7.20 0.74 2.31
N 3.40 -1.17 1.25
H 3.06 0.91 3.02
H 4.72 0.91 3.58
H 3.79 -0.50 3.78
H 4.65 0.49 1.00
H 6.26 -1.28 1.05
H 5.56 -2.07 2.40
H 7.22 0.76 1.22
H 8.19 0.99 2.69
H 6.61 1.58 2.70
H 3.71 -1.68 0.41
H 3.33 -1.96 1.89
C 3.74 -1.59 -2.87
C 5.17 -1.67 -2.32
C 5.32 -3.10 -1.75
O 4.36 -3.41 -0.78
C 4.74 -4.47 0.09
N 6.02 -1.56 -3.51
H 3.55 -2.41 -3.58
H 3.56 -0.69 -3.46
H 3.03 -1.63 -2.04
H 5.38 -0.86 -1.63
H 6.32 -3.10 -1.28
H 5.43 -3.81 -2.58
H 5.21 -4.03 0.97
H 5.37 -5.17 -0.45
H 3.87 -5.04 0.43
H 6.77 -2.24 -3.48
H 5.51 -1.75 -4.36
C -4.10 -4.34 -0.84
C -5.21 -3.32 -0.99
C -6.58 -3.67 -0.39
O -7.03 -4.86 -1.04
C -7.80 -5.74 -0.20
N -4.79 -2.03 -0.43
H -4.16 -5.15 -1.57
H -4.16 -4.87 0.11
H -3.12 -3.88 -0.96
H -5.53 -3.23 -2.04
H -7.36 -2.93 -0.62
H -6.44 -3.74 0.69
H -7.67 -6.75 -0.55
H -8.84 -5.39 -0.22
H -7.54 -5.53 0.84
H -5.41 -1.27 -0.76
H -3.92 -1.84 -0.92
C 2.17 3.93 2.53
C 2.02 5.12 3.46
C 2.06 4.81 4.96
O 1.00 3.97 5.31
C 0.74 3.83 6.69
N 3.01 6.14 3.07
H 1.37 3.21 2.71
H 3.14 3.43 2.63
H 2.16 4.23 1.48
H 1.01 5.52 3.28
H 2.03 5.78 5.47
H 3.04 4.36 5.20
H 1.64 3.33 7.07
H -0.06 3.09 6.83
H 0.37 4.77 7.10
H 3.89 5.63 3.08
H 3.08 6.92 3.71
C 0.26 -0.19 -0.36
O 0.74 -1.10 -1.06
N 0.98 0.43 0.60
N -0.93 0.39 -0.60
H 0.49 0.95 1.32
H 1.91 0.03 0.77
H -1.52 -0.04 -1.31
H -1.25 1.12 0.02
C -1.91 -0.03 -3.97
O -2.05 -0.70 -2.95
N -0.99 0.97 -4.10
N -2.55 -0.37 -5.11
H -0.58 1.33 -3.25
H -0.85 1.48 -4.95
H -2.33 0.07 -5.99
H -2.99 -1.27 -5.11
C 2.35 2.24 -2.59
O 1.18 2.63 -2.55
N 2.93 1.76 -1.46
N 3.20 2.34 -3.64
H 3.81 1.28 -1.57
H 2.38 1.48 -0.66
H 4.19 2.27 -3.45
H 2.90 2.78 -4.49
C 0.61 -4.19 -3.27
O 0.35 -5.01 -4.14
N -0.10 -3.05 -3.08
N 1.72 -4.21 -2.48
H -0.95 -3.05 -3.63
H 0.13 -2.24 -2.53
H 2.28 -5.05 -2.46
H 2.06 -3.43 -1.95
C 0.37 -3.65 1.89
O -0.06 -4.66 2.42
N 0.58 -2.46 2.57
N 0.70 -3.55 0.57
H 0.28 -2.45 3.52
H 0.87 -1.65 2.05
H 0.37 -4.33 0.02
H 0.84 -2.65 0.12
C -1.44 4.38 -0.88
O -2.44 4.94 -0.43
N -0.49 3.73 -0.14
N -1.25 4.22 -2.22
H -0.56 3.73 0.86
H 0.16 3.13 -0.62
H -0.39 3.78 -2.53
H -1.94 4.48 -2.90
C -1.73 2.48 2.95
O -0.74 1.88 2.49
N -1.62 3.17 4.11
N -2.94 2.49 2.38
H -0.74 3.08 4.61
H -2.45 3.39 4.63
H -3.77 2.79 2.86
H -3.01 2.01 1.48
```

Kohn-Sham gap ... 8.90 eV
E_HOMO ... -8.7 eV
Relative energy (zero: lowest compared OMol25 entry of this formula, charge and spin) ... 11.12 kcal per mole
Structure (SMILES) ... COC[C@H](C)N.COC[C@H](C)N.COC[C@H](C)N.COC[C@H](C)N.COC[C@H](C)N.NC(N)=O.NC(N)=O.NC(N)=O.NC(N)=O.NC(N)=O.NC(N)=O.NC(N)=O
Calculated total energy ... -3022.00321 hartree
Strongest force on any atom ... 0.057 hartree/bohr

Question: Which formula does entry 1 have?
Answer: C36H40IrN8O3S

What did the first record say?
Formula: C36H40IrN8O3S
Source: the Open Molecules 2025 dataset
Level of theory: wB97M-V/def2-TZVPD

XYZ file:
```
89
C36H40IrN8O3S, DFT wB97M-V/def2-TZVPD
Ir 0.79 -0.22 -0.47
C 3.34 2.38 2.67
N 2.56 1.18 3.00
C 2.59 0.77 4.42
C 1.84 0.55 2.12
O 1.80 0.94 0.90
C 1.03 -0.65 2.55
O 0.18 -1.08 1.47
C -0.79 -2.08 1.95
C -0.80 -3.33 1.09
O -0.15 -3.31 0.04
N -1.52 -4.35 1.52
C -2.34 -4.35 2.73
C -1.56 -5.59 0.74
H 4.39 2.18 2.87
H 3.00 3.20 3.30
H 3.20 2.63 1.62
H 3.53 1.13 4.85
H 2.57 -0.31 4.53
H 1.76 1.23 4.96
H 0.40 -0.37 3.40
H 1.68 -1.47 2.86
H -1.77 -1.59 1.94
H -0.53 -2.30 2.98
H -2.53 -3.35 3.10
H -1.87 -4.95 3.51
H -3.31 -4.80 2.50
H -0.70 -5.64 0.08
H -2.48 -5.64 0.14
H -1.55 -6.44 1.42
N 3.66 0.52 -1.65
C 2.64 1.10 -2.37
C 3.00 1.95 -3.43
C 2.03 2.47 -4.24
C 0.69 2.13 -4.00
C 0.39 1.34 -2.93
N 1.35 0.84 -2.09
C 3.71 -0.65 -0.90
C 4.98 -1.20 -0.65
C 5.08 -2.37 0.05
C 3.91 -3.01 0.48
C 2.71 -2.42 0.21
N 2.59 -1.24 -0.46
H 4.58 0.86 -1.91
H 4.05 2.15 -3.61
H 2.30 3.11 -5.07
H -0.11 2.49 -4.63
H -0.62 1.05 -2.72
H 5.86 -0.70 -1.04
H 6.05 -2.82 0.23
H 3.94 -3.96 1.00
H 1.77 -2.91 0.44
N -2.55 -4.95 -5.09
C -2.03 -4.20 -4.39
C -1.39 -3.26 -3.52
C -2.14 -2.52 -2.61
C -1.49 -1.63 -1.78
N -0.16 -1.44 -1.82
C 0.56 -2.16 -2.71
C -0.01 -3.06 -3.57
H -3.21 -2.63 -2.55
H -2.05 -1.04 -1.06
H 1.63 -2.01 -2.70
H 0.61 -3.62 -4.26
N -0.83 0.85 -0.10
S -0.94 2.54 -0.23
C -2.33 2.83 -1.27
C -3.59 2.32 -0.98
C -4.64 2.66 -1.80
C -4.43 3.52 -2.89
C -3.17 4.03 -3.16
C -2.09 3.68 -2.35
C -1.54 3.05 1.38
C -1.51 2.23 2.50
C -1.98 2.74 3.71
C -2.45 4.05 3.78
C -2.45 4.85 2.65
C -2.00 4.36 1.44
H -1.47 0.49 0.61
H -3.76 1.70 -0.10
H -5.64 2.29 -1.60
H -5.27 3.79 -3.52
H -3.02 4.71 -3.99
H -1.10 4.08 -2.54
H -1.16 1.21 2.47
H -2.00 2.11 4.59
H -2.81 4.44 4.72
H -2.82 5.87 2.71
H -2.03 4.99 0.55
```

Charge ... +4
Kohn-Sham gap (spin up / spin down) ... 8.31 / 5.03 eV
E_HOMO (spin up / spin down) ... -19.2 / -19.2 eV
Relative energy (zero: lowest compared OMol25 entry of this formula, charge and spin) ... 19.32 kcal per mole
2S+1 ... 2
Calculated total energy ... -2560.73042 hartree
Strongest force on any atom ... 0.013 hartree/bohr

Question: Look up the strongest force on any atom of the fifth one.
Answer: 0.057 hartree/bohr

Question: strongest force on any atom of number 3 (C2H6S)?
Answer: 0.025 hartree/bohr